# 1
# C27H72N9O7

A 6-piece molecular cluster, C27H72N9O7 overall (ωB97M-V with the def2-TZVPD basis set, the Open Molecules 2025 dataset).

XYZ file:
```
115
Properties=species:S:1:pos:R:3
C 3.758 -6.495 1.374
C 3.196 -5.153 0.619
O 3.379 -5.098 -0.725
O 2.562 -3.986 1.253
C 1.778 -4.350 2.443
N 0.501 -3.498 2.602
C -0.175 -3.320 1.228
N 0.180 -2.207 0.482
N -1.239 -4.277 0.685
C -0.586 -5.387 -0.113
C -1.539 -6.761 -0.115
C -1.973 -7.228 1.399
N -3.183 -6.496 1.953
H 2.854 -7.017 1.949
H 4.599 -6.308 2.166
H 4.069 -7.277 0.528
H 1.410 -5.464 2.474
H 2.448 -4.052 3.385
H 0.752 -2.524 2.894
H -0.607 -1.580 0.180
H 1.172 -1.973 0.226
H -1.805 -3.710 -0.005
H -0.504 -5.030 -1.245
H 0.468 -5.721 0.277
H -2.434 -6.517 -0.832
H -0.960 -7.690 -0.590
H -2.254 -8.386 1.353
H -1.082 -7.070 2.176
H -2.894 -5.564 2.326
H -3.524 -7.058 2.789
C -2.903 1.980 -3.828
C -2.276 2.062 -2.438
C -1.463 0.804 -2.053
O -2.264 -0.318 -1.667
C -2.770 -1.079 -2.754
N -3.330 2.345 -1.453
H -3.780 1.330 -3.857
H -3.233 2.973 -4.155
H -2.180 1.612 -4.563
H -1.580 2.910 -2.449
H -0.860 1.050 -1.171
H -0.756 0.523 -2.842
H -2.072 -1.115 -3.595
H -3.733 -0.676 -3.073
H -2.941 -2.100 -2.403
H -2.894 2.494 -0.542
H -3.867 1.482 -1.325
C -1.360 5.414 0.370
C 0.091 5.089 0.717
C 1.093 6.172 0.254
O 1.382 6.145 -1.148
C 0.421 6.805 -1.957
N 0.430 3.769 0.166
H -1.587 5.258 -0.687
H -2.041 4.769 0.939
H -1.601 6.452 0.622
H 0.154 5.031 1.810
H 2.050 5.980 0.754
H 0.777 7.174 0.566
H -0.007 7.681 -1.461
H -0.366 6.106 -2.246
H 0.919 7.136 -2.873
H 1.367 3.515 0.481
H 0.538 3.881 -0.847
C 3.131 0.037 -7.023
C 2.090 1.154 -6.996
C 2.154 2.027 -5.722
O 1.584 1.415 -4.560
C 2.450 0.514 -3.887
N 0.754 0.567 -7.181
H 2.873 -0.796 -6.366
H 3.222 -0.374 -8.036
H 4.116 0.413 -6.729
H 2.298 1.807 -7.852
H 1.557 2.928 -5.902
H 3.176 2.369 -5.518
H 3.495 0.833 -3.932
H 2.338 -0.490 -4.302
H 2.146 0.471 -2.837
H 0.074 1.323 -7.259
H 0.501 0.104 -6.303
C 4.922 3.290 5.380
C 3.512 3.009 4.867
C 3.442 2.807 3.335
O 3.518 4.019 2.578
C 4.837 4.500 2.371
N 2.618 4.090 5.309
H 5.253 4.309 5.169
H 4.963 3.162 6.469
H 5.645 2.597 4.938
H 3.179 2.076 5.336
H 2.463 2.374 3.098
H 4.191 2.085 2.989
H 5.561 3.687 2.257
H 5.127 5.157 3.193
H 4.842 5.097 1.455
H 1.661 3.850 5.046
H 2.826 4.912 4.735
C -4.411 -1.985 4.425
C -3.402 -2.163 3.292
C -3.600 -1.165 2.128
O -4.691 -1.485 1.258
C -5.961 -1.061 1.729
N -3.449 -3.555 2.823
H -5.398 -2.379 4.176
H -4.073 -2.519 5.321
H -4.520 -0.929 4.690
H -2.407 -1.978 3.716
H -2.703 -1.200 1.498
H -3.682 -0.133 2.490
H -5.904 -0.117 2.280
H -6.407 -1.840 2.350
H -6.613 -0.916 0.863
H -2.709 -3.693 2.134
H -4.310 -3.663 2.277
```

Summary:
HOMO-LUMO gap: 5.51 eV
Lowest unoccupied orbital energy: -5.406 eV
Strongest force on any atom: 0.179 hartree/bohr
E_HOMO: -0.4010 Ha
Net charge: +1

# 2
# C27H72O9

A 9-piece molecular cluster, C27H72O9 overall (ωB97M-V with the def2-TZVPD basis set, the Open Molecules 2025 dataset).

XYZ file:
```
108
Properties=species:S:1:pos:R:3
C -20.480 -10.464 -18.772
C -19.365 -9.681 -18.146
C -19.480 -8.207 -18.542
O -19.527 -9.795 -16.727
H -20.521 -11.478 -18.357
H -20.270 -10.578 -19.838
H -21.445 -10.000 -18.591
H -18.361 -10.002 -18.446
H -19.373 -8.069 -19.619
H -18.679 -7.627 -18.069
H -20.429 -7.792 -18.199
H -18.820 -9.323 -16.265
C -23.011 -13.253 -19.192
C -22.255 -14.307 -19.968
C -22.140 -15.640 -19.266
O -22.919 -14.505 -21.232
H -22.534 -12.955 -18.256
H -24.016 -13.608 -18.952
H -23.071 -12.380 -19.844
H -21.260 -13.938 -20.226
H -23.139 -15.956 -18.932
H -21.533 -15.630 -18.363
H -21.774 -16.396 -19.957
H -23.756 -14.943 -21.048
C -21.600 -10.910 -22.528
C -22.282 -11.088 -23.855
C -23.631 -11.750 -23.729
O -22.503 -9.812 -24.483
H -20.658 -10.354 -22.634
H -21.354 -11.869 -22.066
H -22.199 -10.295 -21.852
H -21.655 -11.684 -24.528
H -24.368 -11.103 -23.254
H -23.532 -12.665 -23.141
H -23.999 -12.028 -24.719
H -21.652 -9.369 -24.557
C -19.993 -7.538 -13.745
C -19.344 -7.044 -15.011
C -18.955 -5.588 -14.946
O -18.194 -7.846 -15.351
H -20.835 -6.891 -13.487
H -19.308 -7.529 -12.894
H -20.374 -8.546 -13.905
H -20.074 -7.177 -15.811
H -19.844 -4.975 -14.770
H -18.511 -5.245 -15.880
H -18.277 -5.367 -14.116
H -17.504 -7.637 -14.712
C -14.795 -11.592 -16.082
C -15.857 -10.688 -15.496
C -17.136 -11.452 -15.241
O -15.345 -10.151 -14.268
H -15.067 -11.961 -17.071
H -14.640 -12.453 -15.424
H -13.834 -11.080 -16.147
H -16.061 -9.876 -16.205
H -17.923 -10.839 -14.799
H -16.964 -12.261 -14.526
H -17.520 -11.875 -16.169
H -15.445 -9.196 -14.264
C -26.025 -10.212 -19.860
C -25.344 -9.676 -18.618
C -24.132 -8.822 -18.949
O -26.325 -8.894 -17.924
H -26.591 -9.414 -20.342
H -26.742 -10.999 -19.616
H -25.284 -10.622 -20.547
H -25.027 -10.507 -17.977
H -23.522 -9.271 -19.732
H -23.508 -8.703 -18.058
H -24.453 -7.820 -19.240
H -25.930 -8.559 -17.113
C -19.019 -14.150 -17.268
C -18.462 -14.322 -18.665
C -17.010 -13.879 -18.768
O -18.605 -15.706 -19.007
H -18.301 -14.490 -16.515
H -19.921 -14.748 -17.156
H -19.195 -13.098 -17.034
H -19.033 -13.733 -19.397
H -16.672 -13.808 -19.804
H -16.356 -14.567 -18.228
H -16.886 -12.895 -18.305
H -18.302 -15.806 -19.915
C -14.433 -3.399 -15.616
C -15.289 -4.644 -15.748
C -15.865 -4.845 -17.139
O -14.580 -5.794 -15.293
H -13.511 -3.480 -16.194
H -14.219 -3.194 -14.568
H -14.972 -2.521 -15.989
H -16.141 -4.539 -15.071
H -15.095 -4.868 -17.917
H -16.537 -4.019 -17.379
H -16.407 -5.791 -17.165
H -13.880 -5.978 -15.928
C -21.644 -11.305 -14.408
C -22.640 -10.783 -15.438
C -24.049 -10.717 -14.902
O -22.282 -9.472 -15.890
H -20.659 -11.445 -14.855
H -21.982 -12.276 -14.032
H -21.588 -10.641 -13.545
H -22.642 -11.465 -16.302
H -24.752 -10.392 -15.670
H -24.137 -10.027 -14.059
H -24.373 -11.698 -14.548
H -21.410 -9.592 -16.298
```

Summary:
HOMO-LUMO gap: 10.37 eV
Lowest unoccupied orbital energy: 0.407 eV
Structure (SMILES): CC(C)O.CC(C)O.CC(C)O.CC(C)O.CC(C)O.CC(C)O.CC(C)O.CC(C)O.CC(C)O
Strongest force on any atom: 0.026 hartree/bohr
E_HOMO: -0.3662 Ha
Net charge: 0